[1]
Molecular formula: C17H34N4P2Sc
Method: DFT, ωB97M-V/def2-TZVPD

Geometry as ORCA input:
```
! RIJCOSX wB97M-V def2-TZVPD def2/J DEFGRID3
* xyz 3 1
Sc 0.3823 -0.2020 0.0259
C 2.9269 0.9151 -1.2579
C 2.1686 0.2713 -2.4165
N 0.6979 0.3701 -2.2007
C 0.1765 1.7375 -2.4790
C -0.2143 2.5011 -1.2299
C -0.7863 3.7640 -1.3073
C -1.0655 4.4488 -0.1315
C -0.7495 3.8650 1.0857
C -0.1830 2.5969 1.0902
C 0.2282 1.9329 2.3870
N 0.7389 0.5461 2.2151
C 2.2119 0.4713 2.4165
C 2.9437 1.0273 1.1971
N 2.6032 0.2118 0.0067
N 0.0582 1.9233 -0.0467
H 2.6230 1.9637 -1.1549
H 4.0019 0.8883 -1.4686
H 2.4422 -0.7904 -2.4889
H 2.4623 0.7558 -3.3558
H 0.2798 -0.2359 -2.9118
H -0.6838 1.6820 -3.1546
H 0.9381 2.3316 -3.0042
H -1.0099 4.2072 -2.2661
H -1.5063 5.4332 -0.1634
H -0.9315 4.3869 2.0111
H -0.6283 1.9477 3.0675
H 0.9938 2.5642 2.8571
H 0.3263 -0.0061 2.9713
H 2.4948 -0.5782 2.5642
H 2.5236 1.0289 3.3083
H 4.0234 1.0234 1.3856
H 2.6298 2.0610 1.0111
H 3.2138 -0.6164 0.0427
C -3.4384 0.3164 0.9474
P -2.2780 -0.6002 -0.1211
C -3.1085 -0.5665 -1.7511
C -2.5418 -2.3438 0.4405
C -1.5530 -3.3041 -0.2203
P 0.2135 -2.9053 0.1947
C 1.1134 -4.0568 -0.8954
C 0.3953 -3.6906 1.8383
H -4.4569 -0.0483 0.7781
H -3.4019 1.3829 0.7128
H -3.1733 0.1712 1.9976
H -4.1507 -0.8703 -1.6250
H -2.6231 -1.2466 -2.4515
H -3.0861 0.4427 -2.1637
H -3.5695 -2.6409 0.2008
H -2.4304 -2.3729 1.5311
H -1.6763 -3.2742 -1.3085
H -1.7566 -4.3308 0.1066
H 0.6646 -5.0480 -0.8095
H 2.1577 -4.1206 -0.5869
H 1.0703 -3.7370 -1.9370
H 0.1541 -4.7529 1.7553
H -0.2773 -3.2308 2.5635
H 1.4200 -3.5978 2.1992
*
```

Properties
**LUMO energy**: -9.75 eV
**Energy above the lowest of the compared OMol25 structures with the same formula, charge and spin**: 0.0 kJ/mol
**Orbital gap**: 9.04 eV
**F_max**: 1.37 eV/A

---

[2]
Molecular formula: C28H36P2SiZn
Method: DFT, ωB97M-V/def2-TZVPD

Geometry as ORCA input:
```
! RIJCOSX wB97M-V def2-TZVPD def2/J DEFGRID3
* xyz 0 1
C 0.1520 -1.0183 -2.1311
C 0.6860 0.3017 -2.0572
C 1.8776 0.2356 -1.2027
H 0.4336 1.1201 -2.7308
C 2.0098 -1.1346 -0.7963
C 0.9402 -1.8721 -1.3394
H 0.7725 -2.9474 -1.2133
H -0.6937 -1.3411 -2.7465
H 2.6726 0.9816 -1.1693
H 2.8347 -1.5487 -0.2133
Zn 0.3250 1.1277 0.0069
C 1.4667 3.9115 3.7652
H 2.2241 3.2285 4.1625
H 1.7066 4.9622 3.9057
H 0.4653 3.6331 4.0831
Si 1.4463 3.3559 1.4731
C 1.2758 5.2048 0.8794
C 1.6647 5.5519 -0.4387
H 1.9599 4.7760 -1.1534
C 1.6873 6.8930 -0.8650
H 1.9603 7.1362 -1.8899
C 1.3290 7.9295 0.0125
H 1.2991 8.9654 -0.3286
C 0.9453 7.5980 1.3196
H 0.6474 8.3766 2.0265
C 0.8717 6.2564 1.7338
H 0.4849 6.0412 2.7399
C 3.3602 3.2744 1.4663
C 4.1634 4.4334 1.4208
H 3.7319 5.4255 1.2600
C 5.5473 4.3612 1.6412
H 6.1553 5.2709 1.5915
C 6.1539 3.1318 1.9070
H 7.2338 3.0696 2.0818
C 5.3618 1.9791 1.9738
H 5.8278 1.0167 2.1933
C 3.9842 2.0394 1.7441
H 3.3831 1.1316 1.8245
H 1.9177 4.5866 6.3750
H 1.2159 4.3447 6.3652
C -2.9550 0.6543 -1.6856
P -2.0968 0.5547 -0.0891
C -3.0932 1.6106 1.0226
C -2.5533 -1.1408 0.4840
C -3.7398 -1.7932 0.1387
C -4.0088 -3.0656 0.6522
C -3.1118 -3.6843 1.5223
C -1.9307 -3.0327 1.8925
C -1.6457 -1.7685 1.3742
P -0.1599 -0.7646 1.8370
C 1.0111 -2.0778 2.2823
C -0.6794 -0.1214 3.4676
H -2.7773 1.6506 -2.1126
H -4.0345 0.4958 -1.5533
H -2.5572 -0.1029 -2.3725
H -4.1227 1.2269 1.0370
H -2.6833 1.5972 2.0398
H -3.0788 2.6402 0.6398
H -4.4593 -1.3179 -0.5298
H -4.9319 -3.5704 0.3684
H -3.3285 -4.6729 1.9219
H -1.2449 -3.5185 2.5889
H 1.0677 -2.8271 1.4833
H 2.0040 -1.6293 2.4158
H 0.6855 -2.5504 3.2195
H -0.5774 -0.9296 4.2052
H -1.7244 0.2135 3.4440
H -0.0307 0.7245 3.7372
*
```

Properties
**LUMO energy**: 0.26 eV
**Energy above the lowest of the compared OMol25 structures with the same formula, charge and spin**: 0.0 kJ/mol
**Orbital gap**: 7.38 eV
**F_max**: 3.39 eV/A

---

[3]
Molecular formula: C2H4N4O2
Method: DFT, ωB97M-V/def2-TZVPD

Geometry as ORCA input:
```
! RIJCOSX wB97M-V def2-TZVPD def2/J DEFGRID3
* xyz 0 1
C 1.3808 -0.2925 -0.1992
C -1.0187 0.4285 -0.1707
H -1.4567 -2.0108 1.2112
H 2.9009 0.7028 0.2251
H 1.0076 1.7195 -0.2412
H -2.0728 2.0550 -0.0316
N -0.6055 -0.9833 -0.4457
N 2.6923 -0.1932 -0.1758
N 0.3380 0.8057 0.2351
N -2.1998 1.1027 -0.2309
O -1.5976 -1.9678 -0.0284
O 0.6315 -1.3667 -0.1479
*
```

Properties
**LUMO energy**: -0.07 eV
**Energy above the lowest of the compared OMol25 structures with the same formula, charge and spin**: 662.6 kJ/mol
**Orbital gap**: 9.56 eV
**F_max**: 8.63 eV/A

---

[4]
Molecular formula: C32H75FN5O6PS3
Method: DFT, ωB97M-V/def2-TZVPD

Geometry as ORCA input:
```
! RIJCOSX wB97M-V def2-TZVPD def2/J DEFGRID3
* xyz 0 1
C 1.6394 8.4731 -2.2632
N 1.4385 7.8161 -3.5531
C 0.0216 7.6891 -3.9477
C 2.1692 6.6583 -3.7770
O 1.7757 5.7446 -4.4673
C 3.5756 6.5487 -3.1718
C 3.6072 5.6379 -1.9142
C 4.1759 6.4153 -0.7128
O 5.5990 6.5509 -0.8346
S 6.4174 5.2259 -0.4615
O 7.5141 5.1490 -1.3726
O 6.7254 5.1733 0.9294
C 5.2548 3.9100 -0.9056
P 4.1724 3.3437 0.5224
S 4.0111 1.4324 0.7537
C 4.5120 4.4094 -2.1637
S 3.5975 3.0147 -2.8417
O 2.2554 3.0520 -2.3752
O 4.3432 1.8222 -2.6431
F 3.6577 3.3164 -4.3714
H 0.9731 9.3318 -2.2005
H 2.6437 8.8758 -2.1576
H 1.3923 7.8335 -1.4071
H -0.1338 8.1946 -4.8985
H -0.3061 6.6545 -3.9744
H -0.5929 8.2092 -3.2121
H 4.0555 7.5082 -2.9917
H 4.1590 6.0689 -3.9572
H 2.6116 5.2626 -1.6726
H 3.7811 7.4253 -0.7438
H 3.8940 5.9985 0.2570
H 5.8975 3.0648 -1.1504
H 2.9463 4.0219 0.3514
H 4.7652 3.9388 1.6496
H 5.2731 4.6653 -2.9046
C -3.2135 -0.9200 0.7712
C -2.3584 0.2415 0.2879
N -1.4779 0.7793 1.3066
C -0.8551 2.0323 0.9199
C 0.1154 2.0135 -0.2669
C -0.6012 -0.1854 1.9508
C 0.3675 -0.9782 1.0619
H -3.8030 -0.6347 1.6448
H -3.8996 -1.2224 -0.0211
H -2.6138 -1.7939 1.0293
H -3.0339 1.0404 -0.0325
H -1.8071 -0.0802 -0.6094
H -0.3422 2.4457 1.7946
H -1.6589 2.7425 0.6949
H 1.0748 1.5724 0.0027
H 0.3161 3.0356 -0.5964
H -0.2877 1.4732 -1.1241
H -1.2265 -0.8977 2.4957
H -0.0311 0.3298 2.7285
H -0.1115 -1.3324 0.1474
H 0.7269 -1.8565 1.6030
H 1.2438 -0.3935 0.7851
C -1.2725 -0.9643 -3.5146
C -1.1109 -2.3591 -2.9315
N -2.3686 -3.0592 -2.7450
C -2.2372 -4.2625 -1.9428
C -1.3928 -5.4168 -2.4956
C -3.2103 -3.1667 -3.9237
C -2.6301 -3.8624 -5.1630
H -1.9432 -0.3623 -2.8992
H -0.3027 -0.4651 -3.5459
H -1.6600 -0.9794 -4.5341
H -0.6382 -2.2580 -1.9501
H -0.4022 -2.9217 -3.5596
H -3.2393 -4.6342 -1.7110
H -1.8111 -3.9630 -0.9792
H -1.9112 -5.9658 -3.2807
H -1.1827 -6.1292 -1.6938
H -0.4336 -5.0752 -2.8861
H -3.5161 -2.1578 -4.2118
H -4.1384 -3.6655 -3.6331
H -1.6038 -3.5533 -5.3654
H -3.2264 -3.6059 -6.0411
H -2.6479 -4.9472 -5.0705
C 4.0725 -7.8397 2.2320
C 3.4814 -8.4743 0.9822
N 2.0335 -8.3982 0.9272
C 1.4531 -9.2237 -0.1181
C 1.7621 -8.8719 -1.5791
C 1.4677 -7.0680 1.0688
C 1.8920 -5.9941 0.0579
H 3.6446 -8.2813 3.1330
H 5.1506 -8.0043 2.2518
H 3.9090 -6.7619 2.2639
H 3.7576 -9.5322 0.9769
H 3.9613 -8.0245 0.0984
H 0.3683 -9.2389 0.0201
H 1.7816 -10.2525 0.0614
H 1.2066 -7.9972 -1.9154
H 1.4708 -9.7031 -2.2248
H 2.8245 -8.6900 -1.7430
H 1.7050 -6.7044 2.0716
H 0.3784 -7.1600 1.0595
H 2.9651 -6.0081 -0.1368
H 1.6461 -5.0041 0.4487
H 1.3696 -6.1010 -0.8918
C -2.2300 1.7932 5.3355
C -3.5504 1.9323 4.5956
N -4.6093 1.0968 5.1316
C -5.7759 1.0288 4.2693
C -6.5811 2.3128 4.0317
C -4.8761 1.2514 6.5506
C -5.2679 2.6442 7.0642
H -1.8991 0.7537 5.3518
H -1.4653 2.3830 4.8275
H -2.2880 2.1555 6.3632
H -3.3799 1.6352 3.5564
H -3.8294 2.9987 4.5725
H -6.4463 0.2573 4.6586
H -5.4383 0.6550 3.2972
H -7.1930 2.5773 4.8930
H -7.2607 2.1675 3.1892
H -5.9403 3.1611 3.7897
H -3.9874 0.9256 7.0970
H -5.6520 0.5342 6.8305
H -4.6492 3.4309 6.6305
H -5.1368 2.6867 8.1476
H -6.3114 2.8786 6.8594
*
```

Properties
**LUMO energy**: -0.01 eV
**Energy above the lowest of the compared OMol25 structures with the same formula, charge and spin**: 0.0 kJ/mol
**Orbital gap**: 7.88 eV
**F_max**: 1.30 eV/A
**Structure (SMILES)**: CN(C)C(=O)C[C@@H]1COS(=O)(=O)[C@@H]([PH2]=S)[C@H]1S(=O)(=O)F.CCN(CC)CC.CCN(CC)CC.CCN(CC)CC.CCN(CC)CC

---

[5]
Molecular formula: C22H49FNO3
Method: DFT, ωB97M-V/def2-TZVPD

Geometry as ORCA input:
```
! RIJCOSX wB97M-V def2-TZVPD def2/J DEFGRID3
* xyz 1 1
C -2.2823 1.2117 2.3419
C -2.2803 -0.2897 2.0098
C -1.2910 -1.0527 2.8884
C -1.0191 -2.5080 2.4431
C 0.3101 -2.6489 1.6700
C 0.0812 -2.3473 0.1934
C 1.3184 -2.3061 -0.7149
C 2.6283 -1.7741 -0.1208
C 2.6142 -0.4620 0.7015
C 1.3983 0.4651 0.6270
C 0.9082 0.9370 -0.7387
N -0.0532 2.0809 -0.4859
C -0.5613 2.7711 -1.7339
C 0.2059 2.2573 -2.9366
O 1.5828 2.3273 -2.6285
C 1.9974 1.3505 -1.7290
F 2.3728 0.2240 -2.4238
H -1.2469 1.5698 2.3816
H -2.7240 1.3906 3.3194
H -2.8123 1.7911 1.5836
H -2.0285 -0.3917 0.9492
H -3.2865 -0.6931 2.1268
H -1.6931 -1.0652 3.9020
H -0.3448 -0.5044 2.9043
H -1.0611 -3.1713 3.3031
H -1.8290 -2.8070 1.7726
H 0.6582 -3.6779 1.7711
H 1.0294 -1.9718 2.1273
H -0.4429 -1.3893 0.1056
H -0.6151 -3.0871 -0.2027
H 1.0847 -1.7703 -1.6379
H 1.5251 -3.3268 -1.0464
H 3.3341 -1.6672 -0.9444
H 3.0559 -2.5453 0.5210
H 2.7076 -0.7216 1.7560
H 3.5154 0.1135 0.4790
H 0.5614 0.0015 1.1508
H 1.6435 1.3681 1.2028
H 0.2862 0.1555 -1.1780
H 0.3763 2.7576 0.1441
H -0.8297 1.6723 0.0372
H -1.6345 2.6280 -1.8183
H -0.3310 3.8280 -1.6236
H 0.0069 2.9394 -3.7617
H -0.1022 1.2629 -3.2645
H 2.8704 1.7616 -1.2210
C -3.1204 -3.1254 6.9221
C -3.9607 -2.6942 5.7322
O -3.8199 -3.5289 4.5964
C -4.2127 -4.8808 4.7724
C -5.6777 -5.0536 5.1334
H -2.0778 -3.2549 6.6272
H -3.1710 -2.3729 7.7092
H -3.4672 -4.0687 7.3452
H -3.6412 -1.7042 5.4010
H -5.0147 -2.6059 6.0164
H -3.5727 -5.3727 5.5130
H -4.0140 -5.3621 3.8145
H -5.9014 -4.6689 6.1294
H -5.9431 -6.1105 5.1212
H -6.3116 -4.5250 4.4203
C 4.3901 5.4056 -7.9478
C 3.0130 5.2094 -7.3385
O 2.6264 3.8502 -7.2174
C 3.4454 3.0482 -6.3900
C 3.4751 3.5014 -4.9394
H 4.4695 4.8645 -8.8910
H 4.5682 6.4643 -8.1358
H 5.1840 5.0494 -7.2894
H 2.2605 5.6621 -7.9837
H 2.9453 5.7165 -6.3687
H 4.4607 2.9800 -6.7951
H 3.0171 2.0467 -6.4486
H 3.9830 4.4604 -4.8227
H 4.0017 2.7692 -4.3265
H 2.4623 3.6145 -4.5613
*
```

Properties
**LUMO energy**: -2.93 eV
**Orbital gap**: 8.53 eV
**F_max**: 0.92 eV/A

---

[6]
Molecular formula: C55H43F3P2SbSiZr
Method: DFT, ωB97M-V/def2-TZVPD

Geometry as ORCA input:
```
! RIJCOSX wB97M-V def2-TZVPD def2/J DEFGRID3
* xyz 3 1
Zr 0.3773 -1.0418 -0.4557
C -0.1871 -2.0695 3.2513
Si 0.5331 -0.7375 2.1925
C 2.3335 -0.5924 2.6647
C 2.6716 -0.4792 4.0182
C 3.9968 -0.4793 4.4253
C 5.0158 -0.5897 3.4844
C 4.7055 -0.6995 2.1403
C 3.3684 -0.7152 1.7310
P 2.9963 -0.8206 -0.0383
C 4.1131 0.4264 -0.7488
C 4.2435 1.6594 -0.1044
C 5.1096 2.6176 -0.6103
C 5.8559 2.3454 -1.7538
C 5.7345 1.1169 -2.3892
C 4.8605 0.1563 -1.8919
C 3.4242 -2.4276 -0.7138
C 2.8829 -2.6770 -1.9891
C 3.1733 -3.8567 -2.6614
C 3.9902 -4.7964 -2.0491
C 4.4980 -4.5704 -0.7701
C 4.2186 -3.3908 -0.0951
C -0.5261 0.8001 2.2361
C -1.3603 1.0206 3.3322
C -2.2120 2.1166 3.3733
C -2.2616 3.0038 2.3024
C -1.4428 2.8103 1.2039
C -0.5850 1.7044 1.1450
P 0.7930 1.6479 -0.0556
C 0.5330 1.0968 -1.8291
C -0.4633 0.3217 -2.4584
C -0.2878 -0.1724 -3.7556
C 0.8914 0.0522 -4.4393
C 1.9004 0.7957 -3.8309
C 1.7315 1.3010 -2.5529
C 1.0313 3.4371 -0.2936
C 1.5946 4.1357 0.7755
C 1.6973 5.5162 0.7100
C 1.2512 6.1919 -0.4204
C 0.6967 5.4906 -1.4836
C 0.5874 4.1061 -1.4312
H -0.0410 -1.8024 4.3059
H 0.3376 -3.0137 3.0848
H -1.2566 -2.2145 3.0920
H 1.8914 -0.3884 4.7703
H 4.2368 -0.3959 5.4775
H 6.0521 -0.5838 3.7998
H 5.5051 -0.7571 1.4107
H 3.6981 1.8600 0.8102
H 5.2196 3.5697 -0.1017
H 6.5478 3.0861 -2.1370
H 6.3299 0.8988 -3.2688
H 4.7796 -0.8021 -2.3919
H 2.2713 -1.9184 -2.4796
H 2.7805 -4.0395 -3.6544
H 4.2313 -5.7150 -2.5691
H 5.1187 -5.3219 -0.2972
H 4.6120 -3.2285 0.9005
H -1.3436 0.3345 4.1749
H -2.8358 2.2822 4.2468
H -2.9271 3.8587 2.3292
H -1.4583 3.5384 0.4040
H -1.4677 0.2569 -2.0521
H -1.1040 -0.7015 -4.2310
H 1.0135 -0.3180 -5.4514
H 2.8268 0.9939 -4.3576
H 2.5131 1.9147 -2.1279
H 1.9291 3.6095 1.6643
H 2.1274 6.0648 1.5390
H 1.3371 7.2709 -0.4733
H 0.3467 6.0213 -2.3606
H 0.1467 3.5729 -2.2629
F -6.0542 -1.7077 5.1805
C -5.2966 -1.5496 4.1024
C -4.5169 -2.6091 3.6756
C -3.7324 -2.4411 2.5457
C -3.7338 -1.2245 1.8656
C -4.5222 -0.1691 2.3200
C -5.3178 -0.3332 3.4451
Sb -2.5845 -0.9607 0.1171
C -3.7346 0.5793 -0.7816
C -3.2312 1.8072 -1.2066
C -4.0657 2.7510 -1.7903
C -5.4063 2.4473 -1.9317
F -6.2085 3.3442 -2.4885
C -5.9413 1.2451 -1.5027
C -5.0985 0.3115 -0.9228
C -3.1082 -2.6307 -1.0867
C -2.7120 -3.9007 -0.6425
C -3.0804 -5.0424 -1.3382
C -3.8337 -4.8934 -2.4887
F -4.1955 -5.9800 -3.1564
C -4.2139 -3.6531 -2.9740
C -3.8436 -2.5153 -2.2698
H -4.5396 -3.5445 4.2191
H -3.1558 -3.2877 2.1908
H -4.5331 0.7836 1.8066
H -5.9562 0.4626 3.8095
H -2.1929 2.0683 -1.0635
H -3.6996 3.7137 -2.1282
H -7.0010 1.0562 -1.6242
H -5.5173 -0.6220 -0.5676
H -2.1287 -4.0182 0.2645
H -2.8033 -6.0358 -1.0035
H -4.7978 -3.5915 -3.8858
H -4.1456 -1.5472 -2.6471
*
```

Properties
**LUMO energy**: -9.74 eV
**Energy above the lowest of the compared OMol25 structures with the same formula, charge and spin**: 125.0 kJ/mol
**Orbital gap**: 5.99 eV
**F_max**: 1.42 eV/A

---

[7]
Molecular formula: C3H30N2O9
Method: DFT, ωB97M-V/def2-TZVPD

Geometry as ORCA input:
```
! RIJCOSX wB97M-V def2-TZVPD def2/J DEFGRID3
* xyz 2 1
C 1.1615 -0.0734 -1.3423
C 1.1718 0.0814 0.2282
C 2.0605 1.1265 0.7736
N 1.4770 2.5868 0.8340
N -0.2497 -0.2075 -1.8489
H 1.7067 -0.9884 -1.6384
H 1.9144 0.5354 -1.7847
H 1.4515 -0.8664 0.6169
H 0.1653 0.3445 0.6524
H 2.2949 0.7534 1.9508
H 3.0193 1.0651 0.2537
H 2.1635 3.2291 1.4807
H 1.6046 2.8543 -0.1222
H 0.5654 2.6282 1.1749
H -0.1190 -0.6879 -2.7956
H -0.8054 0.7023 -1.9276
H -0.9504 -0.8589 -1.4384
H -2.7045 -0.9824 0.4656
H -3.6443 -0.2464 1.4217
O -3.1208 -0.0656 0.6148
H -2.0034 3.3988 1.6689
H -1.2251 2.0311 1.9498
O -1.1651 2.9390 1.6333
H 2.3340 3.2009 -2.5199
H 1.7471 4.3068 -1.5546
O 1.8539 3.3307 -1.6946
H -0.2812 -3.2859 -3.3492
H -1.1597 -3.1812 -2.1205
O -0.4448 -2.7526 -2.6871
H -2.3099 -4.4846 -0.3981
H -1.6699 -3.6387 0.6820
O -1.8737 -3.6780 -0.2972
H -3.7308 1.6348 -2.0478
H -3.5412 0.6655 -1.0325
O -3.0020 1.1364 -1.7857
H -2.0596 -2.7644 3.4836
H -0.6947 -3.4186 3.3325
O -1.1833 -2.6066 2.9249
H -0.5826 -0.6374 4.0619
H -0.2277 -1.3504 2.7697
O -0.2348 -0.3808 3.1966
H 4.4915 -0.8576 -0.7237
H 4.0606 -0.2064 -1.9643
O 3.7401 -0.3309 -1.0973
*
```

Properties
**LUMO energy**: -5.27 eV
**Energy above the lowest of the compared OMol25 structures with the same formula, charge and spin**: 270.1 kJ/mol
**Orbital gap**: 11.03 eV
**F_max**: 7.70 eV/A